Entry 1:
This record from the Open Molecules 2025 dataset describes C5H8BNO5Yb as an isolated structure. The level of theory is ωB97M-V with the def2-TZVPD basis set.

* E: -49228.2702 eV
* Kohn-Sham gap: 0.1400 Ha
* charge: +2
* LUMO energy: -10.86 eV

Last column: Mulliken charge in e.
Positions of all 21 atoms, in Å:
H: -3.4448 -1.5278 0.0156  0.342
C: -1.4122 0.8417 0.5978  -0.578
C: -2.3336 0.0748 -0.3549  -0.299
H: 2.6998 -1.4119 -1.2325  0.312
H: -2.8468 0.7817 -0.9853  0.247
O: 3.8961 1.3642 -0.7088  -0.441
H: 3.7849 1.7988 0.1405  0.340
N: 1.6565 0.6899 0.0331  0.038
H: -2.0196 1.5470 1.1510  0.377
O: -3.3759 -0.6696 0.4561  -0.108
B: 2.9243 0.4437 -0.8015  0.497
H: -0.9564 0.1709 1.3230  0.302
O: -0.5109 1.5781 -0.1535  -0.319
H: -1.8026 -0.6402 -0.9656  0.434
O: 0.2973 0.3221 -1.7906  -0.446
C: 1.5621 -0.3198 0.9309  -0.358
H: 1.7146 -2.1852 2.1043  0.482
C: 0.4799 0.7883 -0.7308  0.502
C: 1.5524 -1.2534 1.6576  -0.299
O: 3.1186 -0.6260 -1.5853  -0.406
Yb: -4.8997 -1.7876 1.0325  1.382



Entry 2:
This record from the Open Molecules 2025 dataset describes a 2-piece molecular cluster, C5H8Br2 overall. The level of theory is ωB97M-V with the def2-TZVPD basis set.

* E: -145394.7829 eV
* Kohn-Sham gap: 0.2975 Ha
* energy above the lowest of the compared OMol25 structures with the same formula, charge and spin: 102.8 kcal/mol
* LUMO energy: -0.73 eV

Last column: Mulliken charge in e.
Positions of all 15 atoms, in Å:
C: -1.4718 -0.5536 -0.4529  -0.095
H: 2.1673 0.1672 2.9987  0.244
H: -2.6753 -1.5891 -2.0727  0.358
C: 1.0864 1.3478 0.5399  -1.003
H: 0.0467 1.1737 0.3833  0.307
H: 1.0300 2.1383 1.2228  0.416
C: 1.7083 0.0473 1.0167  0.386
H: -1.9512 -0.0472 -2.4571  0.285
H: 2.9126 -1.3189 2.3113  0.290
C: -1.7818 -0.9804 -1.8794  -0.795
C: 2.3446 -0.4028 2.1076  -0.654
H: 1.5846 1.5561 -0.2928  0.384
Br: 1.9097 -1.1431 -0.7211  -0.256
Br: -1.4648 -2.0884 0.6691  -0.060
H: -0.7963 -1.4182 -2.3531  0.192



Entry 3:
This record from the Open Molecules 2025 dataset describes one molecule with the formula C5H8Br2. The level of theory is ωB97M-V with the def2-TZVPD basis set.

* E: -145399.2426 eV
* Kohn-Sham gap: 0.3583 Ha
* energy above the lowest of the compared OMol25 structures with the same formula, charge and spin: 0.0 kcal/mol
* LUMO energy: 0.67 eV

Last column: Mulliken charge in e.
Positions of all 15 atoms, in Å:
C: 1.2711 -0.4713 -0.6499  0.484
C: -0.2403 0.4859 1.2730  -0.536
H: 2.9962 -0.5443 -1.8867  0.327
H: 1.6868 -1.6077 -2.3875  0.332
Br: 1.8321 -1.8648 0.5518  -0.192
C: 0.4204 0.4547 -0.2312  0.083
H: -1.9865 -0.6067 0.6303  0.287
C: 1.9126 -0.6200 -1.9861  -1.280
Br: -0.1628 1.8516 -1.3667  -0.153
C: -1.7428 0.3069 1.1707  -1.044
H: -2.2006 1.1489 0.6504  0.326
H: 0.2216 -0.2966 1.8622  0.385
H: 1.5682 0.1387 -2.6842  0.375
H: -2.1760 0.2430 2.1633  0.333
H: 0.0091 1.4600 1.6946  0.272



Entry 4:
This record from the Open Molecules 2025 dataset describes a 2-piece molecular cluster, C5H8Br2FN overall. The level of theory is ωB97M-V with the def2-TZVPD basis set.

* E: -149604.2715 eV
* Kohn-Sham gap: 0.3316 Ha
* LUMO energy: 0.64 eV

Last column: Mulliken charge in e.
Positions of all 17 atoms, in Å:
H: -2.4342 -0.6300 1.6475  0.332
H: 1.5203 1.0593 0.6940  0.202
Br: -1.9782 1.9839 -1.2245  -0.055
H: 1.4447 1.6402 -1.4090  0.319
C: 1.0851 0.2780 0.1275  0.420
H: 2.5480 0.1439 -1.4521  0.305
C: 1.4566 0.5372 -1.3183  -1.198
C: -2.9818 -0.2561 0.7852  -0.023
H: 1.7480 -1.9948 0.1998  0.307
C: -1.3411 0.6424 -0.0925  0.185
N: -0.3294 0.2088 0.3415  -0.308
F: -3.9835 0.6058 1.0241  -0.198
Br: -3.4321 -1.4863 -0.5660  -0.087
H: 1.4735 -1.1576 1.7487  0.364
C: 1.7361 -1.0250 0.7079  -1.353
H: 2.7403 -0.6577 0.7542  0.407
H: 0.7277 0.1080 -1.9681  0.382



Entry 5:
This record from the Open Molecules 2025 dataset describes a 2-piece molecular cluster, C5H8Br2O3 overall. The level of theory is ωB97M-V with the def2-TZVPD basis set.

* E: -151541.6836 eV
* Kohn-Sham gap: 0.3933 Ha
* energy above the lowest of the compared OMol25 structures with the same formula, charge and spin: 0.0 kcal/mol
* LUMO energy: 0.32 eV

Last column: Mulliken charge in e.
Positions of all 18 atoms, in Å:
C: -1.2700 5.2973 0.0046  -0.517
H: -0.9788 3.5601 -1.2093  0.395
H: -1.2429 3.2734 0.6152  0.348
H: -1.7536 5.8379 -0.8090  0.344
C: 0.5699 -3.7337 -0.7079  -0.232
C: 1.3904 -2.3615 0.8872  0.677
Br: 0.6928 5.7862 -0.1000  -0.152
H: -1.6527 5.5773 0.9860  0.373
H: 0.8694 -3.9726 -1.7283  0.286
C: -1.4980 3.8266 -0.2887  -0.625
C: 1.4077 -4.5449 0.2831  -0.301
O: 0.8899 -2.4159 -0.3452  -0.322
H: 2.3423 -4.8919 -0.1577  0.227
Br: -3.4439 3.2532 -0.4742  -0.166
H: -0.4274 -4.1431 -0.5469  0.251
O: 1.6870 -3.5867 1.2771  -0.347
O: 1.5336 -1.3926 1.5469  -0.508
H: 0.8840 -5.3691 0.7674  0.268



Entry 6:
This record from the Open Molecules 2025 dataset describes C5H8CdFO4 as an isolated structure. The level of theory is ωB97M-V with the def2-TZVPD basis set.

* E: -20784.6224 eV
* Kohn-Sham gap (alpha / beta): 0.3035 / 0.3486 Ha
* energy above the lowest of the compared OMol25 structures with the same formula, charge and spin: 0.0 kcal/mol
* LUMO energy (alpha / beta): 0.77 / -0.92 eV
* multiplicity: 2

Last column: Mulliken spin population.
Positions of all 19 atoms, in Å:
H: -2.8457 0.4978 -1.3549  0.000
O: -0.3064 0.1428 2.0489  -0.095
H: -2.8348 -1.6403 3.4063  0.001
H: -2.2004 0.6566 2.6574  0.003
H: -2.3283 -1.6900 1.6976  0.001
C: -1.4318 -0.1010 2.8770  -0.008
O: -1.2518 -0.0094 -0.1492  0.002
C: -0.4079 0.7695 0.6298  0.148
H: -2.9754 2.6506 0.4936  0.000
O: 0.8198 0.8237 0.2524  -0.009
C: -1.9842 -1.5052 2.7234  -0.001
Cd: 1.7340 0.0661 1.8626  0.953
C: -2.1821 2.0842 -0.0058  -0.002
F: -1.8617 2.7755 -1.1707  0.000
H: -1.2173 -2.2513 2.9755  0.002
H: -1.1022 0.0659 3.9126  0.003
O: -1.0673 2.0139 0.7958  0.000
C: -2.5005 0.6325 -0.3248  0.001
H: -3.2474 0.2327 0.3766  -0.001



Entry 7:
This record from the Open Molecules 2025 dataset describes C5H8CeFO4 as an isolated structure. The level of theory is ωB97M-V with the def2-TZVPD basis set.

* E: -29143.3991 eV
* Kohn-Sham gap (alpha / beta): 0.2263 / 0.3358 Ha
* charge: +1
* energy above the lowest of the compared OMol25 structures with the same formula, charge and spin: 0.0 kcal/mol
* LUMO energy (alpha / beta): -4.61 / -4.77 eV
* multiplicity: 3

Last column: Mulliken spin population.
Positions of all 19 atoms, in Å:
H: -1.9666 -0.4840 -1.7801  0.000
H: -2.8477 -0.8448 0.5578  0.000
C: 1.8861 -1.2889 0.4378  0.002
O: 1.0302 0.6655 -0.4200  -0.003
O: -0.8490 -0.6667 0.6669  -0.001
H: -3.2138 0.7063 -1.3202  0.000
H: 2.1456 -0.5545 -1.6371  0.000
F: 3.2863 0.4760 -0.3439  0.002
C: 0.1809 0.1336 1.0199  -0.006
H: -1.5073 1.1866 -1.3359  0.000
C: -2.1922 0.3586 -1.1127  0.003
H: 1.2620 -2.0912 0.0187  -0.001
C: -2.1060 -0.0672 0.3389  -0.002
O: -0.0498 1.2297 1.6290  0.001
H: 2.8347 -1.6904 0.8048  0.000
O: 1.2131 -0.6363 1.5011  0.002
H: -2.2846 0.7815 1.0114  -0.001
Ce: 1.1047 2.9740 0.5680  1.999
C: 2.0734 -0.1879 -0.6043  0.002



Entry 8:
This record from the Open Molecules 2025 dataset describes a 2-piece molecular cluster, C5H8Cl2 overall. The level of theory is ωB97M-V with the def2-TZVPD basis set.

* E: -30354.8098 eV
* Kohn-Sham gap (alpha / beta): 0.3197 / 0.3009 Ha
* energy above the lowest of the compared OMol25 structures with the same formula, charge and spin: 117.0 kcal/mol
* LUMO energy (alpha / beta): 0.09 / -0.18 eV

Last column: Mulliken charge in e.
Positions of all 15 atoms, in Å:
H: 2.8966 -2.0431 1.0807  0.244
H: -2.4403 -0.4910 -0.8330  0.345
Cl: 0.8772 1.1657 1.0013  -0.177
C: 0.5491 -0.1384 0.0900  0.042
H: 3.2941 -1.5317 -0.6171  0.287
C: -2.0804 1.6493 -0.4272  -0.566
H: 0.9658 -2.0273 -0.8711  0.365
H: -1.1175 1.9882 0.0403  0.075
H: 2.9214 -0.3147 0.6738  0.243
C: 1.2637 -1.1916 -0.2972  -0.119
H: -3.0340 2.1887 0.0002  0.297
C: 2.6801 -1.3185 0.2313  -0.919
Cl: -2.7918 0.0266 1.5414  -0.166
H: -1.8861 1.8248 -1.5540  0.246
C: -2.0979 0.2132 -0.0594  -0.198



Entry 9:
This record from the Open Molecules 2025 dataset describes an isolated ion of composition C5H8Cl2N3 and charge +1. The level of theory is ωB97M-V with the def2-TZVPD basis set.

* E: -34821.2577 eV
* Kohn-Sham gap (alpha / beta): 0.2447 / 0.2447 Ha
* charge: +1
* energy above the lowest of the compared OMol25 structures with the same formula, charge and spin: 38.1 kcal/mol
* LUMO energy (alpha / beta): -5.35 / -5.35 eV

Last column: Mulliken charge in e.
Positions of all 18 atoms, in Å:
H: 0.1955 0.2468 -0.7848  0.448
C: 2.1237 0.7315 -0.1819  0.476
N: 1.3093 0.3146 -1.1447  -0.467
H: -1.0948 -0.5174 -2.0961  0.257
N: -0.7066 -0.0547 0.2521  -0.382
H: 1.1471 0.1384 2.9393  0.343
H: 1.7981 0.0862 -2.0701  0.242
H: -2.8643 -0.1600 -2.1424  0.362
C: 1.9459 0.7064 1.2346  -0.600
C: -0.3129 -0.1690 1.5041  -0.159
C: -2.0346 -0.6664 -1.6602  -1.006
N: 0.8485 0.1586 1.9123  -0.027
H: 2.6618 1.2327 1.9218  0.303
H: -2.2995 -1.7713 -1.7128  0.328
H: -0.9756 -0.5944 2.1978  0.397
Cl: 3.5196 1.5916 -0.7373  -0.152
Cl: -3.3275 -0.8556 0.7437  -0.080
C: -1.9336 -0.4179 -0.1756  0.717



Entry 10:
This record from the Open Molecules 2025 dataset describes a 2-piece molecular cluster, C5H8Cl2O overall. The level of theory is ωB97M-V with the def2-TZVPD basis set.

* E: -32402.7828 eV
* Kohn-Sham gap (alpha / beta): 0.3329 / 0.2817 Ha
* energy above the lowest of the compared OMol25 structures with the same formula, charge and spin: 82.8 kcal/mol
* LUMO energy (alpha / beta): 0.24 / -0.56 eV

Last column: Mulliken charge in e.
Positions of all 16 atoms, in Å:
Cl: 1.6310 -1.0948 1.8643  -0.234
H: 0.2026 0.5745 3.7659  0.321
H: -0.6203 0.6644 -2.3100  0.157
Cl: -1.2988 1.3687 -0.1463  -0.217
C: -0.4224 -0.0097 0.4152  -0.081
C: -0.2760 -0.2502 -2.8216  -0.594
C: 0.4891 -1.0821 -1.9038  -0.600
H: 1.4851 -0.8037 -1.6145  0.337
H: 0.9544 1.6938 2.6150  0.288
H: 0.3494 0.0965 -3.6480  0.303
C: 0.1913 -0.0838 1.7298  0.913
H: -1.1555 -0.7650 -3.2023  0.256
H: -0.8145 1.5340 2.6718  0.398
H: 0.1342 -2.0485 -1.5982  0.340
C: 0.1301 0.9990 2.7672  -1.187
O: -0.9798 -0.7931 1.4154  -0.399



Entry 11:
This record from the Open Molecules 2025 dataset describes one molecule with the formula C5H8ClFO. The level of theory is ωB97M-V with the def2-TZVPD basis set.

* E: -22600.9237 eV
* Kohn-Sham gap: 0.3905 Ha
* energy above the lowest of the compared OMol25 structures with the same formula, charge and spin: 26.5 kcal/mol
* LUMO energy: 0.78 eV

Last column: Mulliken charge in e.
Positions of all 16 atoms, in Å:
H: 0.1587 1.5799 -1.2889  0.300
H: -2.3463 -0.9149 0.6643  0.271
F: -0.9000 2.0476 0.2545  -0.320
H: 0.1069 -1.9510 0.6992  0.266
H: 1.0616 2.0269 0.1404  0.366
O: -1.9963 -0.0338 -1.2228  -0.546
H: -2.1461 0.8139 -0.7096  0.329
H: -1.9947 -1.9958 -0.6616  0.390
C: 1.9481 -0.2223 0.6424  -0.706
C: -1.7446 -1.0408 -0.2458  -0.592
H: 2.2641 0.4763 1.3830  0.392
C: 0.2302 1.4598 -0.2608  -0.526
C: 0.5089 0.0273 0.1838  0.854
H: 2.0632 -1.3136 0.9213  0.280
Cl: 3.0888 0.0891 -0.7721  -0.208
C: -0.3024 -1.0486 0.2727  -0.549



Entry 12:
This record from the Open Molecules 2025 dataset describes a 2-piece molecular cluster, C5H8ClN2 overall. The level of theory is ωB97M-V with the def2-TZVPD basis set.

* E: -20805.0293 eV
* Kohn-Sham gap: 0.2880 Ha
* charge: +1
* energy above the lowest of the compared OMol25 structures with the same formula, charge and spin: 130.6 kcal/mol
* LUMO energy: -5.34 eV

Last column: Mulliken charge in e.
Positions of all 16 atoms, in Å:
H: -1.3073 2.1226 -1.0020  0.342
C: 1.0187 1.4212 0.5068  -0.826
C: -0.3007 -3.6210 -1.0581  0.578
H: 1.0629 1.6713 1.5702  0.267
N: -0.2204 -0.3999 -0.2928  0.216
C: -1.3956 1.5996 -0.0437  -0.854
Cl: -1.6581 -3.9190 -1.8570  0.014
H: 1.1190 2.3415 -0.0748  0.299
C: -0.1886 -1.4066 -0.8720  -0.110
C: 0.7549 -4.0750 -0.4706  -0.433
H: -2.2964 0.9872 -0.0546  0.317
H: -1.4783 2.3365 0.7535  0.341
H: 1.8500 0.7600 0.2650  0.387
H: 1.5043 -3.4694 0.0076  0.271
N: -0.2410 0.7722 0.2159  -0.101
H: 0.9420 -5.1418 -0.4414  0.291



Entry 13:
This record from the Open Molecules 2025 dataset describes C5H8ClN5 as an isolated structure. The level of theory is ωB97M-V with the def2-TZVPD basis set.

* E: -25280.7738 eV
* Kohn-Sham gap: 0.3411 Ha
* energy above the lowest of the compared OMol25 structures with the same formula, charge and spin: 196.4 kcal/mol
* LUMO energy: 0.39 eV

Last column: Mulliken charge in e.
Positions of all 19 atoms, in Å:
C: -0.1672 0.0370 -0.2611  0.462
C: -0.3866 2.4489 -0.7065  -0.673
H: 0.7852 2.5455 1.4293  0.609
N: 0.2522 -0.9375 0.7089  -0.461
N: 0.4099 -3.1228 1.0741  -0.585
H: -1.7770 2.6050 -1.0530  0.199
C: -0.2521 -1.3536 -1.8756  0.345
N: -0.1767 -2.4800 -1.0788  -0.564
H: 0.5818 0.6917 1.7442  0.335
N: -0.1595 -0.0601 -1.5715  -0.418
C: 0.0304 1.7501 1.4396  -1.203
H: 1.1275 -4.1558 0.7128  0.346
H: 0.9034 -2.8722 1.9947  0.297
H: 0.4106 2.2166 -1.8819  0.259
H: -0.0537 3.5105 0.4834  0.234
C: 0.0656 -2.1496 0.2282  0.446
N: -0.1587 1.3403 0.1382  0.291
Cl: -0.4382 -1.8741 -3.4990  -0.150
H: -0.9969 1.8602 1.9738  0.231



Entry 14:
This record from the Open Molecules 2025 dataset describes a 2-piece molecular cluster, C5H8ClNO2 overall. The level of theory is ωB97M-V with the def2-TZVPD basis set.

* E: -23417.5431 eV
* Kohn-Sham gap (alpha / beta): 0.2955 / 0.2952 Ha
* energy above the lowest of the compared OMol25 structures with the same formula, charge and spin: 108.6 kcal/mol
* LUMO energy (alpha / beta): -0.57 / -0.58 eV

Last column: Mulliken charge in e.
Positions of all 17 atoms, in Å:
C: -1.3593 -1.4998 -0.5838  0.546
C: -0.1041 1.2676 0.6809  0.197
Cl: 2.6118 0.9890 0.3352  -0.197
C: 0.0575 -1.4410 -1.1304  -0.247
H: -0.9223 2.8905 1.6353  0.226
H: 0.1504 -0.5892 -1.9078  0.034
H: 0.8462 2.4864 1.9539  0.350
H: 0.3514 -2.4362 -1.3183  0.346
O: -2.2882 -1.7117 -1.3502  -0.580
H: -0.9218 -1.5115 1.3133  0.354
C: -0.0294 2.2550 1.5184  -0.904
H: -0.9982 1.1530 0.1540  0.256
H: 1.8595 -1.1263 -0.0838  0.095
O: -1.6002 -1.3459 0.6983  -0.452
H: 0.4008 1.0039 -1.8450  0.104
C: 1.0072 0.5095 0.0823  -0.021
N: 0.9386 -0.8931 -0.1523  -0.109